# 1
{
  "formula": "C5H8N2",
  "method": "ωB97M-V with the def2-TZVPD basis set",
  "e_above_lowest_kj_mol": 624.9,
  "e_tot_ha": -304.5975,
  "homo_energy_ev": [-9.4, -9.4],
  "species": ["C", "C", "C", "H", "H", "H", "H", "C", "C", "N", "N", "H", "H", "H", "H"],
  "coordinates": [[-1.0951, 0.5088, 1.6430], [1.1374, -0.2340, 0.3076], [2.0204, -0.6877, 0.9968], [-2.1711, 0.5298, 1.5431], [-0.6007, 1.4522, 1.8346], [-0.7347, -0.2908, 2.2726], [2.6678, -1.0924, 1.7264], [-0.2793, -0.6588, -1.6194], [0.2995, 0.4164, -0.7139], [-1.4114, -1.1413, -1.3671], [0.7442, 1.4994, -1.3382], [-1.7337, -1.8143, -2.0611], [1.6503, 1.8021, -0.9835], [0.3903, -0.9577, -2.4291], [-0.8840, 0.6684, 0.1883]],
  "mulliken_charge": [-0.9960, -1.0401, 0.1226, 0.3353, 0.3743, 0.2821, 0.4812, -0.0123, 0.5546, -0.5317, -0.7010, 0.2492, 0.2663, 0.4123, 0.2032]
}

# 2
{
  "formula": "C5H8N2",
  "method": "ωB97M-V with the def2-TZVPD basis set",
  "e_above_lowest_kj_mol": 280.8,
  "e_tot_ha": -304.7286,
  "homo_energy_ev": [-6.6, -6.5],
  "species": ["C", "C", "N", "C", "C", "N", "C", "H", "H", "H", "H", "H", "H", "H", "H"],
  "coordinates": [[1.3220, -1.8733, 0.5098], [0.5131, -0.7153, 1.0059], [-0.2217, 0.0851, 0.2393], [-1.0023, 1.1484, 0.5292], [-1.1572, 1.9321, -0.7299], [-0.7789, 0.9907, -1.7887], [-0.2717, -0.0092, -1.2062], [2.1356, -2.0300, 1.2266], [0.7650, -2.8205, 0.4289], [1.7972, -1.6846, -0.4633], [-0.4492, 2.7774, -0.8075], [0.5628, -0.4121, 2.0442], [-1.1085, 1.4946, 1.5462], [-2.1574, 2.3307, -0.9286], [0.1056, -0.9016, -1.6920]],
  "mulliken_charge": [-1.1591, 0.0685, 0.0307, -0.4089, -0.3849, -0.4879, -0.0972, 0.3125, 0.2417, 0.3297, 0.2347, 0.3603, 0.3368, 0.2899, 0.3332]
}

# 3
{
  "formula": "C5H8N2",
  "method": "ωB97M-V with the def2-TZVPD basis set",
  "smiles": "C[C@H]1CN=C=CN1",
  "e_above_lowest_kj_mol": 299.0,
  "e_tot_ha": -304.7216,
  "homo_energy_ev": -8.5,
  "species": ["C", "C", "C", "N", "C", "C", "N", "H", "H", "H", "H", "H", "H", "H", "H"],
  "coordinates": [[-1.3472, -0.6575, 0.5650], [-0.5267, 0.1680, -0.4266], [0.1212, 1.4162, 0.3126], [1.5997, 1.3086, 0.3123], [1.9117, 0.1162, 0.2689], [1.5477, -1.0446, -0.2619], [0.4310, -0.7196, -1.1173], [-1.7462, -1.5523, 0.0789], [-0.7279, -0.9731, 1.4123], [-2.1826, -0.0696, 0.9612], [-1.1962, 0.5555, -1.2030], [-0.2920, 1.5022, 1.3235], [-0.0980, 2.3520, -0.2109], [1.8051, -2.0584, 0.0060], [0.7005, -0.3436, -2.0210]],
  "mulliken_charge": [-1.4942, 0.3899, -0.5782, -0.5313, 0.5502, -0.6603, -0.3684, 0.3784, 0.3216, 0.4031, 0.3651, 0.3026, 0.3135, 0.3481, 0.2600]
}

# 4
{
  "formula": "C5H8N2",
  "method": "ωB97M-V with the def2-TZVPD basis set",
  "e_above_lowest_kj_mol": 396.8,
  "e_tot_ha": -304.6844,
  "homo_energy_ev": [-8.3, -8.3],
  "species": ["C", "N", "C", "C", "C", "C", "N", "H", "H", "H", "H", "H", "H", "H", "H"],
  "coordinates": [[2.3460, -0.5001, 0.2270], [1.0091, 0.0315, 0.0234], [0.6812, 1.3383, -0.2515], [-0.6989, 1.5048, -0.3751], [-1.0907, 0.0736, -0.2389], [-2.4290, -0.4202, 0.2464], [0.0120, -0.7771, 0.0575], [3.1011, 0.2387, 0.0025], [2.5071, -1.3594, -0.4063], [2.4705, -0.8124, 1.2534], [1.4866, 2.0576, -0.2919], [-1.1049, 0.2242, -1.3749], [-3.2199, 0.1716, -0.2157], [-2.4993, -0.2909, 1.3290], [-2.5710, -1.4803, 0.0152]],
  "mulliken_charge": [-0.7649, 0.7527, 0.0048, -1.1119, 0.7177, -1.0393, -0.8776, 0.2931, 0.2930, 0.3010, 0.3613, 0.1316, 0.3506, 0.2590, 0.3288]
}